[1]
A 2-piece molecular cluster, C4N4Si overall, computed with ωB97M-V/def2-TZVPD.

## Properties
**Net charge**: 0
**2S+1**: 1
**HOMO-LUMO gap (spin up / spin down)**: 5.37 / 6.83 eV

Each line ends with the Mulliken charge.
Atoms and positions in Å:
C: -1.759 -0.015 -0.963  0.18
C: 0.234 -1.574 0.719  0.20
C: 1.107 -0.038 -1.908  0.20
C: 0.692 1.966 2.936  -0.26
N: -2.831 0.014 -1.317  -0.23
N: 0.145 -2.259 1.618  -0.24
N: 1.878 0.036 -2.774  -0.27
N: 0.428 1.409 1.967  -0.23
Si: 0.001 -0.118 -0.426  0.65

Cartesian forces (eV/Å) of the 2 atoms listed first:
C 3.50 0.15 1.25
C -0.12 2.56 -2.42

---

[2]
A 2-piece molecular cluster, C4H7NO overall, computed with ωB97M-V/def2-TZVPD.

## Properties
**Net charge**: 0
**2S+1**: 1
**HOMO-LUMO gap (spin up / spin down)**: 7.33 / 7.33 eV

Each line ends with the Mulliken charge.
Atoms and positions in Å:
C: -1.833 0.427 0.581  -0.59
C: 0.504 0.097 0.110  -0.21
C: 1.752 -0.647 0.365  -0.32
N: 0.466 -1.346 0.235  -0.44
C: 0.166 0.918 -0.977  0.14
O: -1.023 1.258 -1.166  -0.48
H: -2.736 0.506 -0.016  0.28
H: -1.625 -0.568 0.972  0.32
H: -1.675 1.249 1.272  0.28
H: 2.485 -0.759 -0.438  0.26
H: 2.188 -0.665 1.362  0.21
H: 0.391 -1.817 -0.666  0.21
H: 0.939 1.347 -1.633  0.36

Cartesian forces (eV/Å) of the 2 atoms listed first:
C -0.05 0.04 -0.02
C 0.01 0.16 -0.17

---

[3]
A 2-piece molecular cluster, CH8N2O2 overall, computed with ωB97M-V/def2-TZVPD.

## Properties
**Net charge**: 0
**2S+1**: 1
**HOMO-LUMO gap**: 9.44 eV

Each line ends with the Mulliken charge.
Atoms and positions in Å:
C: 0.165 -0.187 1.448  -0.54
O: 1.061 -0.521 0.177  -0.33
N: 1.726 0.642 -0.320  -0.46
H: 0.912 0.110 2.182  0.29
H: -0.329 -1.111 1.730  0.27
H: -0.552 0.591 1.187  0.30
H: 2.018 0.448 -1.275  0.24
H: 2.604 0.803 0.186  0.24
N: -1.758 0.322 -1.043  -0.43
O: -1.207 -0.976 -0.858  -0.46
H: -1.782 0.497 -2.049  0.22
H: -2.722 0.270 -0.717  0.21
H: -0.136 -0.889 -0.647  0.45

Cartesian forces (eV/Å) of the 2 atoms listed first:
C 2.05 0.09 -1.81
O -0.62 0.15 1.97

---

[4]
A 2-piece molecular cluster, C3H5Cl overall, computed with ωB97M-V/def2-TZVPD.

## Properties
**Net charge**: 0
**2S+1**: 1
**HOMO-LUMO gap**: 10.77 eV

Each line ends with the Mulliken charge.
Atoms and positions in Å:
C: -0.110 -1.805 -0.395  -0.11
C: -0.455 -0.653 -0.220  -0.21
C: -0.836 0.765 -0.105  -0.89
H: 0.317 -2.714 -0.450  0.45
H: -1.751 0.781 -0.718  0.27
H: -0.860 0.915 1.024  0.25
H: 0.002 1.314 -0.502  0.25
Cl: 3.960 0.167 -0.068  -0.22
H: 4.508 0.102 0.999  0.21

Cartesian forces (eV/Å) of the 2 atoms listed first:
C -1.35 4.17 0.66
C 0.87 -1.86 -0.52

---

Taking the records one at a time from the top gives E values of -660.755936, -286.385816, -302.720140, -577.410330 Ha.
Taking the records one at a time from the top gives energy relative to the best compared isomer or geometry (same formula, charge and spin) values of 32.43, 154.26, 111.19, 39.45 kcal per mole.